80
Properties=species:S:1:pos:R:3:mulliken_charge:R:1 method="wB97M-V/def2-TZVPD" e_homo_ev=-9.18 orbital_gap_ha=0.3595 spin_multiplicity=1 smiles="FC(F)C(F)(F)COC(F)(F)C(F)F.FC(F)C(F)(F)COC(F)(F)C(F)F.FC(F)C(F)(F)COC(F)(F)C(F)F.COCCOCCCC(N)=O"
F -1.84738 0.04635 0.42039 -0.246
C -1.28277 1.26073 0.59632 0.173
F -0.39093 1.41891 -0.42149 -0.282
C -0.57977 1.40303 1.94566 0.847
F 0.50943 0.59456 2.03104 -0.279
F -0.09463 2.68251 2.03649 -0.353
C -1.47116 1.17094 3.17503 -0.614
O -1.45852 -0.14849 3.73572 -0.360
C -2.29316 -1.09827 3.07753 0.683
F -3.16479 -0.43492 2.27928 -0.262
F -3.04858 -1.67099 4.05290 -0.291
C -1.50110 -2.18606 2.33501 0.213
F -0.59011 -1.66025 1.47999 -0.140
F -2.32831 -2.96881 1.58969 -0.275
H -2.05495 2.02479 0.47541 0.268
H -1.06711 1.80484 3.97430 0.341
H -2.49421 1.53922 3.02675 0.341
H -0.96974 -2.82585 3.04310 0.230
F 4.96168 0.37896 -3.70672 -0.179
C 5.49915 0.67247 -4.91065 0.072
F 5.62606 2.02837 -4.95251 -0.287
C 4.64740 0.18217 -6.08083 0.877
F 3.46511 0.84858 -6.15396 -0.252
F 5.31103 0.48438 -7.24227 -0.335
C 4.37068 -1.32874 -6.10021 -0.704
O 3.13606 -1.76158 -5.51387 -0.316
C 3.14597 -1.88437 -4.09375 0.675
F 4.43153 -1.88815 -3.66445 -0.283
F 2.66287 -3.12664 -3.82285 -0.300
C 2.27691 -0.82987 -3.39037 0.824
F 2.59342 0.43102 -3.77434 -0.257
F 2.44585 -0.87995 -2.04076 -0.284
H 6.50574 0.24887 -4.95544 0.277
H 4.27927 -1.61304 -7.15602 0.399
H 5.22215 -1.91574 -5.73322 0.307
H 1.21963 -0.99435 -3.60979 -0.196
F -0.22144 0.67152 8.73198 -0.210
C -0.85966 1.61442 8.00528 0.047
F -1.76109 0.95243 7.22714 -0.245
C 0.08690 2.44102 7.13582 0.978
F 0.64840 1.68982 6.15211 -0.227
F -0.65729 3.39447 6.48946 -0.350
C 1.19902 3.17761 7.89766 -0.716
O 2.46666 2.51316 7.98158 -0.411
C 2.56764 1.51955 8.99866 0.709
F 1.54202 1.68036 9.87000 -0.265
F 3.69600 1.81465 9.69846 -0.296
C 2.66774 0.09137 8.43983 0.213
F 1.66014 -0.19143 7.57832 -0.175
F 2.59561 -0.82968 9.43930 -0.263
H -1.42508 2.25567 8.68628 0.266
H 1.41286 4.09013 7.32713 0.404
H 0.86577 3.54152 8.87785 0.344
H 3.61331 -0.04948 7.91152 0.233
C -2.29303 3.09885 -3.15836 -0.419
O -3.47774 2.33637 -2.74920 -0.323
C -3.99938 1.46819 -3.81080 -0.331
C -4.26682 -0.01633 -3.08849 -0.433
O -3.10765 -0.85390 -3.45329 -0.152
C -2.53533 -1.54830 -2.28952 0.100
C -2.11432 -3.07525 -2.78578 -0.554
C -2.43878 -3.37233 -4.36644 -0.457
C -1.27276 -2.72251 -5.36967 0.240
N -1.01546 -3.19478 -6.79248 -0.632
O -0.51590 -1.70539 -4.91004 -0.527
H -1.89180 2.87570 -4.23301 0.242
H -1.41354 2.88217 -2.38093 0.099
H -2.45089 4.28071 -3.10659 0.244
H -3.26528 1.25164 -4.69447 0.217
H -5.03437 1.78564 -4.25690 0.250
H -5.21232 -0.51881 -3.61501 0.258
H -4.42596 0.11805 -1.93675 0.243
H -1.51616 -1.01655 -1.96980 -0.211
H -3.24721 -1.63023 -1.36107 0.261
H -2.61752 -3.90492 -2.11544 0.381
H -0.93244 -3.17147 -2.65971 0.174
H -2.32866 -4.55189 -4.50910 0.306
H -3.52500 -3.10324 -4.70927 0.258
H -0.13345 -3.78416 -6.76466 0.328
H -0.73842 -2.30904 -7.31268 0.372